[1]
Entry from OMol25: the molecule C5H9NO2 at a distorted geometry (ωB97M-V/def2-TZVPD).

Properties
Total energy: -401.06768 hartree
Molar mass: 115.13 g/mol
Gap between HOMO and LUMO: 7.3 eV
LUMO energy: 0.19 eV
E_HOMO: -7.13 eV

Positions of all 17 atoms, in Å:
C -0.972 1.299 0.440
C 0.224 -0.983 -0.842
C -0.322 -2.053 0.099
N 0.238 1.791 0.390
C 1.401 1.115 0.177
O -1.989 2.172 0.177
C 1.522 -0.240 -0.188
O 2.558 -0.882 -0.120
H -2.826 1.818 0.470
H 0.259 2.794 0.204
H -1.225 0.320 0.821
H 2.313 1.673 0.310
H -0.540 -0.349 -1.291
H 0.691 -1.486 -1.691
H -0.687 -1.622 1.039
H 0.477 -2.739 0.371
H -1.123 -2.627 -0.366


[2]
Entry from OMol25: the molecule C5H9NO2 at a distorted geometry (ωB97M-V/def2-TZVPD).

Properties
Total energy: -401.06446 hartree
Molar mass: 115.13 g/mol
Gap between HOMO and LUMO: 10.6 eV
LUMO energy: 0.96 eV
E_HOMO: -9.63 eV

Positions of all 17 atoms, in Å:
C 2.476 -1.185 0.078
O 1.122 -1.072 0.537
C 0.411 -0.074 -0.143
O 0.132 -0.381 -1.517
N -1.229 -0.814 -1.641
C -1.764 -0.598 -0.454
C -0.958 0.181 0.494
C -1.366 1.686 0.459
H 2.876 -0.101 0.173
H 2.959 -1.993 0.608
H 2.456 -1.499 -0.976
H 1.051 0.849 -0.252
H -2.774 -0.830 -0.301
H -0.981 -0.307 1.482
H -0.655 2.266 1.057
H -1.409 2.021 -0.597
H -2.348 1.853 0.996


[3]
Entry from OMol25: a 2-piece molecular cluster, C5H9NO2 overall at a distorted geometry (ωB97M-V/def2-TZVPD).

Properties
Total energy: -400.91730 hartree
Molar mass: 115.13 g/mol
Gap between HOMO and LUMO: 9.7 eV
LUMO energy: 0.90 eV
E_HOMO: -8.76 eV

Positions of all 17 atoms, in Å:
C 3.225 0.006 -0.467
N 2.178 0.453 0.135
O 1.995 1.703 0.381
H 3.872 0.587 -1.045
H 3.163 -1.025 -0.771
H 1.589 -0.159 0.638
C -0.984 -1.809 0.130
O -0.600 -0.528 0.432
C -1.597 0.351 0.606
C -2.154 1.122 -0.607
C -1.345 1.755 0.168
H -0.913 -2.388 0.956
H -0.527 -2.259 -0.766
H -2.056 -1.751 -0.160
H -2.196 0.095 1.511
H -2.680 1.128 -1.640
H -0.969 2.720 0.497


[4]
Entry from OMol25: a 2-piece molecular cluster, C5H9NO2 overall at a distorted geometry (ωB97M-V/def2-TZVPD).

Properties
Total energy: -400.90054 hartree
Molar mass: 115.13 g/mol
Gap between HOMO and LUMO (spin up / spin down): 8.2 / 8.2 eV
LUMO energy (spin up / spin down): 0.64 / 0.63 eV
E_HOMO (spin up / spin down): -7.53 / -7.53 eV

Positions of all 17 atoms, in Å:
C -0.695 1.850 -0.042
C 0.513 -0.713 -0.759
C 0.533 -0.340 0.582
N 1.288 -1.057 1.501
C 0.207 0.994 0.779
C 0.854 -0.595 -2.009
O -0.800 -1.898 0.003
O -2.051 -1.195 -0.226
H -2.268 -0.956 0.689
H 1.500 -2.001 1.203
H 1.148 -0.755 2.456
H 0.670 1.475 1.637
H 1.511 0.196 -2.358
H 0.416 -1.269 -2.741
H -0.175 2.743 -0.403
H -1.123 1.320 -0.892
H -1.529 2.202 0.578


[5]
Entry from OMol25: a 2-piece molecular cluster, C5H9NO2 overall at a distorted geometry (ωB97M-V/def2-TZVPD).

Properties
Total energy: -400.97164 hartree
Molar mass: 115.13 g/mol
Gap between HOMO and LUMO: 3.9 eV
LUMO energy: -3.94 eV
E_HOMO: -7.87 eV

Positions of all 17 atoms, in Å:
O -1.075 3.193 0.587
C 0.070 3.591 0.898
O 1.113 2.914 0.990
C 0.170 0.207 -0.106
C 0.443 -1.123 -0.671
C 0.019 -2.289 0.040
C 0.334 -3.599 0.006
N -1.120 0.667 -0.642
H 0.209 4.681 1.089
H 0.154 0.281 0.992
H -1.211 1.667 -0.477
H 1.193 -1.221 -1.460
H -0.762 -2.007 0.745
H -0.238 -4.183 0.707
H 1.044 -4.044 -0.681
H -1.310 0.375 -1.590
H 0.966 0.893 -0.425


[6]
Entry from OMol25: the molecule C5H9NO2 at a distorted geometry (ωB97M-V/def2-TZVPD).

Properties
Total energy: -400.91671 hartree
Molar mass: 115.13 g/mol
Gap between HOMO and LUMO: 6.2 eV
LUMO energy: -2.80 eV
E_HOMO: -8.97 eV

Positions of all 17 atoms, in Å:
C 2.411 -0.799 -1.112
N 1.871 0.153 -0.082
C 0.895 -0.339 0.736
C 0.247 0.835 1.454
C -0.613 -0.101 0.504
O -1.694 -0.497 1.039
C -0.956 0.707 -0.780
O -2.139 0.091 -1.365
H 3.147 -0.264 -1.701
H 1.699 -1.098 -1.845
H 2.859 -1.695 -0.654
H -1.146 1.785 -0.577
H -0.145 0.660 -1.535
H 0.526 1.858 1.213
H 0.082 0.672 2.573
H 1.082 -1.268 1.419
H -2.436 -0.293 -0.520


[7]
Entry from OMol25: the molecule C5H9NO2 at a distorted geometry (ωB97M-V/def2-TZVPD).

Properties
Total energy: -401.08051 hartree
Molar mass: 115.13 g/mol
Gap between HOMO and LUMO: 10.8 eV
LUMO energy: 0.76 eV
E_HOMO: -10.01 eV

Positions of all 17 atoms, in Å:
C 2.230 0.327 1.254
C 1.404 -0.180 0.073
C 0.687 -1.490 -0.100
N -0.103 -0.270 0.190
C -0.932 0.519 -0.611
O -0.647 1.413 -1.445
C -2.388 0.146 -0.340
O -3.160 1.139 -0.932
H 3.206 0.074 1.001
H 2.041 1.430 1.446
H 1.953 -0.048 2.220
H 1.724 0.302 -0.853
H 0.780 -1.876 -1.184
H 0.648 -2.267 0.675
H -2.386 0.103 0.755
H -2.590 -0.979 -0.692
H -2.468 1.655 -1.458


[8]
Entry from OMol25: a 2-piece molecular cluster, C5H9NO2 overall at a distorted geometry (ωB97M-V/def2-TZVPD).

Properties
Total energy: -401.08852 hartree
Molar mass: 115.13 g/mol
Gap between HOMO and LUMO: 9.8 eV
LUMO energy: 0.62 eV
E_HOMO: -9.18 eV

Positions of all 17 atoms, in Å:
C 1.378 -0.341 0.994
C 1.639 -0.090 -0.565
C 2.122 1.309 -0.839
O 1.782 -1.017 -1.307
H 2.386 -0.499 1.382
H 0.845 -1.274 1.142
H 0.971 0.513 1.521
H 1.325 2.013 -0.603
H 2.381 1.406 -1.890
H 2.992 1.535 -0.218
C -3.213 -0.875 0.379
O -1.834 -0.553 0.593
C -1.238 0.091 -0.333
N -0.873 0.670 -1.273
H -3.559 -1.331 1.306
H -3.313 -1.587 -0.447
H -3.791 0.028 0.157


[9]
Entry from OMol25: the molecule C5H9NO2 at a distorted geometry (ωB97M-V/def2-TZVPD).

Properties
Total energy: -400.98042 hartree
Molar mass: 115.13 g/mol
Gap between HOMO and LUMO: 10.5 eV
LUMO energy: 0.67 eV
E_HOMO: -9.84 eV

Positions of all 17 atoms, in Å:
N -1.394 -0.922 0.491
C -0.152 -0.214 0.153
C -0.001 0.067 -1.199
O 0.882 0.289 -1.916
O -1.296 0.380 -1.788
C 0.014 1.000 1.158
C 1.099 0.275 1.976
C 1.171 -0.752 0.853
H -1.161 -1.565 1.456
H -1.540 -1.691 -0.329
H -1.958 0.288 -1.201
H -0.755 1.367 1.606
H 0.255 1.735 0.546
H 0.681 -0.107 2.804
H 1.881 0.942 2.452
H 1.111 -1.777 0.841
H 1.763 -0.346 0.365


[10]
Entry from OMol25: the molecule C5H9NO2 at a distorted geometry (ωB97M-V/def2-TZVPD).

Properties
Total energy: -400.99933 hartree
Molar mass: 115.13 g/mol
Gap between HOMO and LUMO: 9.8 eV
LUMO energy: 0.81 eV
E_HOMO: -8.96 eV

Positions of all 17 atoms, in Å:
C 1.104 -0.590 1.298
C 0.642 0.398 0.186
C 0.793 1.750 0.787
N -0.246 2.440 0.623
O -0.604 3.540 1.067
O -1.393 1.732 -0.015
C -0.953 0.348 -0.155
C -1.268 -0.111 -1.562
H 0.777 -1.649 1.189
H 0.718 -0.347 2.286
H 2.225 -0.491 1.482
H 1.335 0.077 -0.619
H 1.608 2.155 1.315
H -1.401 -0.411 0.562
H -0.675 0.488 -2.263
H -2.325 -0.165 -1.622
H -0.910 -1.045 -1.726